Record 1
Molecular formula: C5H13N3
Method: DFT, ωB97M-V/def2-TZVPD

Calculated values
E_HOMO	-0.264	hartree
relative energy (zero: lowest compared OMol25 entry of this formula, charge and spin)	346.6	kJ/mol
frontier orbital gap	0.2860	hartree
net charge	0

XYZ file:
```
21
C5H13N3 (ωB97M-V/def2-TZVPD)
C 0.09151 -0.90852 -1.87884
C 1.00088 0.64682 -0.08710
C 0.80807 -0.72245 -0.56742
N 2.01749 0.75508 0.89070
N 1.00408 1.70168 -1.02480
N 0.89816 -1.63719 0.34859
H 2.13984 -0.14029 1.35275
H 1.84243 1.48076 1.57440
H 1.32038 1.45861 -1.95371
H 1.53077 2.52144 -0.75369
H -0.81507 -0.90262 1.48964
H 0.58145 -2.55050 0.02917
H 0.60225 -0.36381 -2.67495
H 0.05383 -1.96495 -2.14408
H -0.93171 -0.52736 -1.82980
C -1.41390 0.04732 1.50888
C -2.67826 0.01883 0.98747
H -3.48110 0.62242 1.38420
H -1.27412 0.59755 2.43397
H -0.32694 0.59317 0.65531
H -2.97005 -0.72601 0.25931
```

So, what does the Löwdin scheme give us? The charges, in e, come out as:
1. C -0.028
2. C -0.479
3. C -0.404
4. N 0.062
5. N 0.066
6. N 0.094
7. H 0.060
8. H 0.080
9. H 0.066
10. H 0.079
11. H 0.068
12. H 0.054
13. H 0.068
14. H 0.078
15. H 0.088
16. C -0.190
17. C -0.044
18. H 0.039
19. H 0.069
20. H 0.138
21. H 0.039

---

Record 2
Molecular formula: C40H54N4O4Pb
Method: DFT, ωB97M-V/def2-TZVPD

Calculated values
E_HOMO	-0.279	hartree
frontier orbital gap	0.2292	hartree
net charge	0

XYZ file:
```
103
C40H54N4O4Pb (ωB97M-V/def2-TZVPD)
Pb 0.09476 -0.05717 0.85759
C -0.44629 4.67782 0.86986
C -0.34263 3.21386 0.56320
N 0.58230 2.47028 1.04923
O 1.49701 3.11729 1.87800
C -1.29075 2.60146 -0.35299
C -2.40498 3.37566 -0.99479
N -1.15246 1.33709 -0.68837
O -1.89594 0.83854 -1.57942
H 0.40874 4.99563 1.45849
H -1.35538 4.86251 1.44436
H -0.49124 5.25929 -0.05015
H 2.29077 2.57719 1.79799
H -2.60794 4.30464 -0.47013
H -3.30270 2.75555 -0.98146
H -2.18338 3.58027 -2.04582
C 2.69549 1.46961 -3.66389
C 2.03505 1.98480 -2.37937
C 1.30291 3.30078 -2.64609
C 3.06337 2.09475 -1.27122
C 3.86780 3.21534 -1.13070
C 4.81059 3.29885 -0.11760
C 4.96016 2.25378 0.77638
C 4.18495 1.10271 0.66677
C 4.37642 -0.04514 1.64693
C 5.79576 -0.61636 1.54572
C 4.08655 0.37731 3.09206
C 3.25124 1.03117 -0.37728
N 2.40085 -0.08708 -0.46997
C 2.72762 -1.16837 -1.03998
C 1.82001 -2.32370 -1.02400
N 0.71373 -2.25874 -0.41669
C -0.17323 -3.35565 -0.27442
C -1.33055 -3.36536 -1.06954
C -2.26491 -4.36876 -0.87044
C -2.08570 -5.32101 0.11510
C -0.94955 -5.28461 0.89913
C 0.03553 -4.31869 0.72332
C 1.21431 -4.35082 1.68929
C 1.29420 -3.08556 2.55355
C 2.56392 -4.66394 1.02774
C -1.53753 -2.29796 -2.12512
C -0.79245 -2.66262 -3.41439
C -3.01578 -2.04144 -2.41130
H 1.95312 1.38745 -4.45961
H 3.14339 0.48446 -3.51599
H 3.48028 2.15347 -3.99177
H 1.28120 1.25605 -2.06940
H 1.95914 4.03917 -3.10993
H 0.90616 3.71508 -1.71832
H 0.46893 3.12095 -3.32518
H 3.74937 4.04731 -1.81264
H 5.43076 4.18081 -0.02426
H 5.69128 2.32771 1.57190
H 3.68056 -0.84404 1.38721
H 6.53353 0.11892 1.87010
H 6.03349 -0.90518 0.52046
H 5.89162 -1.49708 2.18262
H 4.73244 1.20542 3.38807
H 4.27703 -0.45702 3.76876
H 3.04615 0.68041 3.22780
H 3.70572 -1.29618 -1.51145
H 2.15377 -3.23140 -1.52944
H -3.16096 -4.38977 -1.47351
H -2.84444 -6.07163 0.29230
H -0.82347 -6.01580 1.68884
H 1.00770 -5.18210 2.36630
H 1.76573 -2.26435 2.00840
H 1.88085 -3.26679 3.45603
H 0.29144 -2.77048 2.84720
H 2.99454 -3.78196 0.55318
H 2.45193 -5.44878 0.27859
H 3.27623 -5.01136 1.77848
H -1.12507 -1.36080 -1.73833
H -1.14940 -3.62259 -3.79276
H 0.28550 -2.74251 -3.25751
H -0.96963 -1.90555 -4.18115
H -3.44299 -2.82698 -3.03918
H -3.12971 -1.08612 -2.92042
H -3.57157 -1.99374 -1.47382
C -4.49512 3.99335 4.23510
C -4.14043 2.68268 3.58315
C -3.37552 1.72943 4.23568
C -3.05090 0.51628 3.63031
C -2.24922 -0.49619 4.41319
C -3.49988 0.25793 2.33746
C -4.28532 1.20060 1.66357
C -4.80730 0.92108 0.27834
C -4.59029 2.39686 2.29716
C -3.12036 -1.02580 1.62112
O -3.98237 -1.82967 1.30267
O -1.86110 -1.12292 1.35070
H -4.02730 4.09168 5.21396
H -5.57642 4.07783 4.35838
H -4.16908 4.83217 3.61708
H -3.02440 1.92232 5.24500
H -2.72632 -0.69858 5.37344
H -1.24186 -0.12172 4.61319
H -2.16976 -1.43542 3.87045
H -4.05224 0.44213 -0.34701
H -5.14042 1.84392 -0.19718
H -5.65307 0.23384 0.34001
H -5.20386 3.12448 1.77356
```

Atom charges from the Löwdin analysis, given in e for atoms 1 to 99:
1. Pb 1.482
2. C -0.001
3. C -0.312
4. N -0.108
5. O -0.052
6. C -0.316
7. C -0.019
8. N -0.219
9. O -0.146
10. H 0.074
11. H 0.094
12. H 0.090
13. H 0.062
14. H 0.070
15. H 0.058
16. H 0.086
17. C -0.046
18. C -0.366
19. C -0.052
20. C -0.141
21. C -0.020
22. C -0.058
23. C -0.039
24. C -0.154
25. C -0.376
26. C -0.056
27. C -0.050
28. C -0.188
29. N 0.013
30. C -0.083
31. C -0.112
32. N 0.039
33. C -0.170
34. C -0.133
35. C -0.017
36. C -0.055
37. C -0.034
38. C -0.137
39. C -0.352
40. C -0.066
41. C -0.057
42. C -0.370
43. C -0.047
44. C -0.065
45. H 0.084
46. H 0.068
47. H 0.086
48. H 0.112
49. H 0.078
50. H 0.068
51. H 0.088
52. H 0.114
53. H 0.108
54. H 0.114
55. H 0.101
56. H 0.079
57. H 0.080
58. H 0.081
59. H 0.080
60. H 0.083
61. H 0.074
62. H 0.143
63. H 0.139
64. H 0.114
65. H 0.107
66. H 0.111
67. H 0.124
68. H 0.020
69. H 0.085
70. H 0.078
71. H 0.047
72. H 0.086
73. H 0.081
74. H 0.092
75. H 0.085
76. H 0.056
77. H 0.083
78. H 0.078
79. H 0.076
80. H 0.078
81. C -0.057
82. C -0.277
83. C -0.018
84. C -0.210
85. C -0.034
86. C -0.068
87. C -0.199
88. C -0.035
89. C -0.016
90. C -0.625
91. O 0.068
92. O -0.272
93. H 0.070
94. H 0.079
95. H 0.073
96. H 0.115
97. H 0.083
98. H 0.081
99. H 0.068